Record 1
Entry from the OMol25 dataset: C3N2O in the gas phase at a distorted geometry (wB97M-V/def2-TZVPD).

Each line ends with the Mulliken charge.
CARTESIAN COORDINATES (ANGSTROEM)
N -2.10584 -1.01530 -0.14950  -0.2946
C -1.31817 -0.18360 0.23964  0.2273
C -0.03876 0.42477 0.05060  0.4718
O -0.07435 1.64051 -0.09092  -0.3845
C 1.31504 -0.23330 0.07736  0.1927
N 2.22671 -0.86632 -0.06167  -0.2127

Computed properties:
- relative energy (zero: lowest compared OMol25 entry of this formula, charge and spin) (eV) = 1.076
- F_max (eV/Å) = 7.83
- HOMO level (Ha) = -0.4542
- frontier orbital gap (eV) = 10.28

Record 2
Entry from the OMol25 dataset: 2 unconnected molecules or ions with the total composition C2H8N2 at a distorted geometry (wB97M-V/def2-TZVPD).

Each line ends with the Mulliken charge.
CARTESIAN COORDINATES (ANGSTROEM)
C 0.77644 -1.13061 0.52677  -0.2493
N 0.64444 -0.08577 -0.16728  -0.3690
C 1.55896 1.02040 0.14964  -0.7746
H 1.64213 -1.37023 1.16125  0.2809
H 0.17807 -2.01450 0.35224  0.2345
H 2.40141 1.02006 -0.55375  0.2683
H 1.04978 1.95781 -0.07721  0.2656
H 1.90055 0.98738 1.18690  0.3445
N -2.61905 -0.18232 -0.47865  -0.6331
H -2.46309 -0.99490 -1.04481  0.2010
H -1.83317 0.32463 -0.12143  0.2365
H -3.23646 0.46805 -0.93367  0.1949

Computed properties:
- relative energy (zero: lowest compared OMol25 entry of this formula, charge and spin) (eV) = 0.898
- F_max (eV/Å) = 1.35
- HOMO level (Ha) = -0.3399
- frontier orbital gap (eV) = 10.38

Record 3
Entry from the OMol25 dataset: 2 unconnected molecules or ions with the total composition C4H10 at a distorted geometry (wB97M-V/def2-TZVPD).

Each line ends with the Mulliken charge.
CARTESIAN COORDINATES (ANGSTROEM)
C -3.72326 -0.46835 2.31005  -0.3689
C -3.39151 -1.16780 1.23950  -0.4936
H -3.37708 0.55692 2.38417  0.2187
H -4.21443 -0.94695 3.14656  0.2283
H -3.18204 -0.85436 0.21891  0.2204
H -3.32843 -2.25786 1.17077  0.1952
C 2.35977 1.27979 -1.01211  -0.8004
C 2.87438 0.00095 -1.62643  -0.8176
H 1.47399 1.78935 -1.38857  0.2922
H 3.12987 2.05332 -1.07058  0.2603
H 2.22553 1.16288 0.06825  0.2540
H 3.04953 0.02312 -2.70974  0.2785
H 3.86424 -0.29958 -1.27954  0.2699
H 2.23943 -0.87143 -1.45124  0.2629

Computed properties:
- relative energy (zero: lowest compared OMol25 entry of this formula, charge and spin) (eV) = 1.793
- F_max (eV/Å) = 1.88
- HOMO level (Ha) = -0.3622
- frontier orbital gap (eV) = 10.89

Record 4
Entry from the OMol25 dataset: 6 unconnected molecules or ions with the total composition C44H70N7O2PS4 at a distorted geometry (wB97M-V/def2-TZVPD).

Each line ends with the Mulliken charge.
CARTESIAN COORDINATES (ANGSTROEM)
C -2.95005 5.46608 5.40284  -0.8825
C -2.70221 3.86013 5.08409  -0.4063
C -1.48264 3.68376 3.95446  -0.0271
C -1.97529 2.44844 2.96234  -0.6227
C -0.95133 2.51429 1.64278  -0.4093
C -1.10115 1.23090 0.63417  -0.0889
O -0.70996 -0.06590 1.20626  -0.3784
C -1.83425 -0.75980 1.85278  -0.5024
C -2.40264 -2.06890 1.04338  0.4919
C -1.88660 -3.50780 1.68821  -0.5922
C -1.29126 -4.38546 0.43233  -0.1895
S -1.62810 -6.19421 0.79348  -0.1438
C 0.00813 -6.85107 1.45410  0.1852
S 1.39581 -6.68136 0.43542  -0.1913
N 0.02864 -7.50355 2.82074  0.2029
C -1.11612 -7.65840 3.80589  -0.1910
C -0.41965 -8.50056 5.04410  -0.4637
N 1.05972 -8.78836 4.76652  -0.5063
C 1.27306 -8.15250 3.40489  -0.1199
C -0.32937 1.61598 -0.77627  0.3127
C 0.85598 2.77759 -0.56572  -0.5458
C 1.89386 2.87086 -1.84479  -0.7579
C 3.30066 2.05321 -1.64148  -0.2897
S 4.53646 3.25089 -0.85164  -0.3118
O 0.34580 0.48574 -1.42976  -0.0876
C -0.59787 -0.48468 -2.00293  0.1386
P 0.27654 -2.21619 -1.81718  0.2087
S 2.02839 -2.27464 -2.69993  -0.3961
C -0.82190 -0.30808 -3.64582  0.5267
C -1.27004 1.20921 -4.07979  -1.0481
C -1.78625 -1.46295 -4.30136  -0.6872
C -3.22904 -0.92700 -4.86454  -0.5205
C -4.17498 -0.59966 -3.56590  -0.5031
H -1.88529 5.96948 5.43316  0.2191
H -3.63977 5.87266 4.53439  0.2339
H -3.49467 5.50060 6.45895  0.3137
H -2.50804 3.22963 6.06012  0.3348
H -3.70140 3.47335 4.57901  0.2140
H -1.26836 4.68269 3.37088  -0.1826
H -0.51164 3.37848 4.56609  0.2508
H -3.11101 2.54068 2.65713  0.3752
H -1.84772 1.45177 3.57601  0.1310
H -1.27071 3.51640 1.07803  0.2270
H 0.13751 2.60732 2.12363  0.1783
H -2.25514 1.13298 0.34392  0.3171
H -2.76679 -0.07595 2.08416  0.2441
H -1.43537 -1.12417 2.91428  0.2568
H -2.22415 -2.02953 -0.11351  -0.5582
H -3.58649 -2.07535 1.18859  0.3799
H -1.12542 -3.38291 2.57181  0.2773
H -2.82311 -4.11371 2.09779  0.2504
H -1.73990 -4.09394 -0.62111  0.0773
H -0.12887 -4.22218 0.41753  0.0938
H -2.22548 -7.26878 3.67525  0.4617
H -1.04280 -8.82180 6.00815  0.3026
H 2.29984 -8.18031 2.84150  0.2858
H -1.14568 2.14273 -1.45393  0.1233
H 1.52331 2.42643 0.35969  0.2956
H 0.40625 3.84476 -0.39905  0.1216
H 2.18189 4.02165 -1.95517  0.3609
H 1.39189 2.55968 -2.85491  0.0025
H 3.75296 1.80120 -2.71550  0.3704
H 3.20568 1.03049 -1.07824  0.2595
H 3.73965 4.09905 -0.04258  0.0492
H -1.66966 -0.47102 -1.53400  -0.2014
H 0.56742 -2.31765 -0.37978  0.0551
H -0.54119 -3.31105 -2.28370  0.0748
H 0.26120 -0.47896 -4.11864  0.3847
H -2.29263 1.45956 -3.55074  0.0917
H -1.45024 1.28285 -5.23856  0.3425
H -0.51716 2.05244 -3.77702  0.1400
H -1.20740 -1.93027 -5.23237  0.2314
H -2.02659 -2.36675 -3.56897  0.1888
H -3.16968 -0.07742 -5.66681  0.2674
H -3.73542 -1.85726 -5.41531  0.3659
H -5.17495 -1.20268 -3.69645  0.3152
H -3.62637 -1.08684 -2.62413  -0.0853
H -4.31535 0.53640 -3.32330  0.1973
C 6.56679 1.66581 -4.09095  -0.3730
C 7.18504 1.95137 -5.33170  -0.6378
C 7.55446 3.27765 -5.31065  -0.1917
N 7.17650 3.80347 -4.10260  0.0352
C 6.57836 2.82649 -3.35008  -0.3145
H 6.15837 0.71574 -3.77174  0.4809
H 7.34428 1.26342 -6.15198  0.3982
H 8.05142 3.89094 -6.05043  0.1779
H 7.31778 4.76214 -3.81170  0.2354
H 6.21173 3.04066 -2.35513  0.2323
C -3.78484 -3.94475 7.33486  -0.4262
C -2.86009 -4.76423 8.02517  -0.5811
C -2.17088 -5.49123 7.08051  -0.3394
N -2.65067 -5.14260 5.84480  0.2089
C -3.63132 -4.19610 5.98970  -0.5027
H -4.48618 -3.24572 7.77169  0.3840
H -2.71232 -4.81776 9.09605  0.3848
H -1.38312 -6.22579 7.18165  0.3549
H -2.33047 -5.52353 4.96389  0.2113
H -4.13570 -3.78472 5.12565  0.3621
C -0.16603 7.32961 1.81303  -0.4629
C 0.87042 6.52327 1.28498  -0.1487
C 1.38613 7.18186 0.19125  -0.6316
N 0.69400 8.35498 0.03808  0.0180
C -0.25083 8.45623 1.02579  -0.6551
H -0.78311 7.11257 2.67525  0.4032
H 1.20505 5.56562 1.66234  0.4991
H 2.18335 6.91622 -0.49010  0.4183
H 0.85587 9.03923 -0.68940  0.1968
H -0.90193 9.31822 1.08282  0.3736
C 8.40009 6.84352 -6.78325  -0.0884
C 8.59822 7.94774 -7.64621  -0.7187
C 7.54859 8.81672 -7.44854  -0.4335
N 6.72168 8.27327 -6.50007  -0.0209
C 7.23579 7.07260 -6.08460  -0.3997
H 9.03847 5.97551 -6.68143  0.4258
H 9.41862 8.09365 -8.33696  0.3681
H 7.31926 9.77209 -7.90135  0.3652
H 5.86647 8.69308 -6.15944  0.1977
H 6.72966 6.48484 -5.33056  0.3074
C -4.11495 -8.87448 1.22733  0.4025
C -3.78373 -10.02218 1.98649  -0.5329
C -4.89142 -10.83999 1.99873  -0.5808
N -5.88084 -10.22376 1.27760  0.0287
C -5.41464 -9.02715 0.79873  -0.8805
H -3.47419 -8.02849 1.01505  0.2773
H -2.83870 -10.23006 2.47145  0.4108
H -5.06024 -11.80449 2.45873  0.3735
H -6.80931 -10.59454 1.12237  0.1910
H -6.04644 -8.38772 0.19694  0.3585

Computed properties:
- F_max (eV/Å) = 7.86
- HOMO level (Ha) = -0.2905
- frontier orbital gap (eV) = 6.43

> Number 2 is which compound?

C2H8N2

> What is the formula in the fourth record?

C44H70N7O2PS4